[1]
ORCA calculation (wB97M-V/def2-TZVPD) on a single C29H34ClN5S molecule at a distorted geometry.

Geometry (Å):
C1 -0.552 -0.267 2.739
C2 -0.168 -0.971 1.443
C3 -0.365 -0.081 0.210
N1 0.526 1.050 0.211
C4 0.278 2.355 0.554
C5 -1.067 2.881 0.961
C6 -0.933 4.202 1.723
C7 -0.810 5.224 0.594
C8 -1.758 4.690 -0.480
N2 -1.847 3.269 -0.210
C9 -2.839 2.511 -0.688
N3 -3.099 1.301 -0.321
C10 -4.156 0.764 -1.009
C11 -4.572 -0.600 -0.711
C12 -4.114 -1.225 0.446
C13 -4.491 -2.519 0.747
C14 -5.337 -3.229 -0.094
C15 -5.758 -4.632 0.222
C16 -5.794 -2.604 -1.250
C17 -5.420 -1.312 -1.559
C18 -4.718 1.604 -1.923
S1 -3.912 3.135 -1.950
N4 1.339 3.114 0.474
C19 2.357 2.297 0.068
C20 3.691 2.570 -0.208
C21 4.485 1.526 -0.623
Cl1 6.107 1.924 -1.102
C22 4.024 0.190 -0.747
N5 4.890 -0.802 -1.188
C23 4.373 -1.967 -1.871
C24 4.109 -3.162 -0.947
C25 5.378 -3.490 -0.165
C26 5.854 -2.239 0.567
C27 6.089 -1.101 -0.432
C28 2.676 -0.060 -0.497
C29 1.861 0.987 -0.101
H1 -1.602 0.014 2.726
H2 0.048 0.630 2.881
H3 -0.386 -0.925 3.589
H4 -0.781 -1.864 1.314
H5 0.878 -1.281 1.501
H6 -0.162 -0.666 -0.693
H7 -1.396 0.279 0.156
H8 -1.618 2.117 1.515
H9 -0.064 4.206 2.374
H10 -1.834 4.379 2.313
H11 -1.077 6.230 0.908
H12 0.215 5.214 0.229
H13 -1.383 4.863 -1.493
H14 -2.756 5.142 -0.405
H15 -3.463 -0.679 1.111
H16 -4.124 -2.984 1.652
H17 -5.276 -4.989 1.129
H18 -6.837 -4.680 0.361
H19 -5.499 -5.301 -0.597
H20 -6.451 -3.144 -1.918
H21 -5.779 -0.857 -2.469
H22 -5.555 1.442 -2.568
H23 4.083 3.570 -0.131
H24 3.471 -1.686 -2.418
H25 5.133 -2.263 -2.606
H26 3.308 -2.928 -0.243
H27 3.794 -4.019 -1.546
H28 5.187 -4.298 0.544
H29 6.156 -3.824 -0.855
H30 5.097 -1.927 1.292
H31 6.779 -2.442 1.108
H32 6.420 -0.214 0.104
H33 6.874 -1.393 -1.139
H34 2.272 -1.052 -0.611

Output
orbital gap = 8.02 eV
energy above the lowest of the compared OMol25 structures with the same formula, charge and spin = 0.0832 eV
E_HOMO = -0.2708 Eh
DFT total energy = -61434.9251 eV
SMILES = CCCn1c([C@H]2CCCN2c2nc(-c3ccc(C)cc3)cs2)nc2cc(Cl)c(N3CCCCC3)cc21
2S+1 = 1

Calculated atomic charges, method Löwdin, unit e: -0.10, -0.22, -0.14, 0.04, -0.22, -0.19, -0.12, -0.15, -0.17, -0.07, -0.57, 0.08, -0.34, -0.17, -0.02, -0.04, -0.28, -0.05, -0.04, -0.02, -0.36, 1.05, 0.18, -0.22, -0.04, -0.57, 0.71, -0.25, -0.13, -0.17, -0.18, -0.21, -0.18, -0.20, 0.06, -0.15, 0.06, 0.07, 0.07, 0.11, 0.10, 0.13, 0.08, 0.14, 0.11, 0.12, 0.11, 0.10, 0.12, 0.11, 0.09, 0.11, 0.07, 0.08, 0.08, 0.11, 0.11, 0.06, 0.11, 0.12, 0.13, 0.10, 0.11, 0.11, 0.11, 0.12, 0.11, 0.07, 0.13, 0.10

***

[2]
ORCA calculation (wB97M-V/def2-TZVPD) on a molecular structure, C29H34N4OReSb.

Geometry (Å):
Re1 0.594 -0.191 0.198
C1 -0.581 -1.363 -2.718
C2 -0.959 0.085 -2.630
C3 -1.517 0.712 -3.740
C4 -1.914 2.031 -3.670
C5 -1.783 2.693 -2.458
C6 -1.217 2.021 -1.388
N1 -0.781 0.753 -1.472
Sb1 -1.272 3.012 0.519
C7 -1.922 1.204 1.507
C8 -3.003 1.356 2.354
C9 -3.618 0.233 2.891
C10 -3.163 -1.000 2.490
C11 -2.076 -1.111 1.623
C12 -1.663 -2.486 1.187
N2 -1.424 -0.015 1.180
C13 0.811 2.886 1.008
C14 1.368 4.043 1.524
C15 2.693 4.029 1.935
C16 3.394 2.851 1.825
C17 2.792 1.708 1.297
C18 3.601 0.443 1.291
N3 1.510 1.739 0.874
H1 -0.874 -1.770 -3.684
H2 0.490 -1.494 -2.581
H3 -1.089 -1.930 -1.936
H4 -1.635 0.148 -4.655
H5 -2.340 2.530 -4.531
H6 -2.118 3.715 -2.342
H7 -3.363 2.350 2.590
H8 -4.450 0.326 3.577
H9 -3.643 -1.907 2.834
H10 -2.546 -3.120 1.111
H11 -1.149 -2.455 0.229
H12 -0.985 -2.938 1.912
H13 0.768 4.940 1.608
H14 3.158 4.918 2.340
H15 4.425 2.787 2.147
H16 4.658 0.682 1.189
H17 3.464 -0.072 2.247
H18 3.307 -0.245 0.511
C19 0.893 -0.193 4.104
C20 1.336 -1.608 3.837
C21 1.718 -2.451 4.870
C22 2.127 -3.750 4.611
C23 2.155 -4.219 3.308
C24 1.782 -3.409 2.242
C25 1.789 -3.940 0.834
C26 1.378 -2.093 2.518
N4 1.019 -1.252 1.485
H19 0.793 -0.018 5.174
H20 -0.064 0.023 3.627
H21 1.613 0.532 3.710
H22 1.692 -2.086 5.890
H23 2.426 -4.396 5.426
H24 2.476 -5.235 3.108
H25 2.519 -4.742 0.734
H26 2.018 -3.161 0.112
H27 0.811 -4.351 0.566
C27 3.538 -1.505 -1.962
C28 3.004 -0.084 -1.984
C29 2.826 0.426 -3.403
O1 1.758 0.000 -1.328
H28 4.485 -1.568 -2.501
H29 2.822 -2.177 -2.444
H30 3.702 -1.850 -0.940
H31 3.724 0.571 -1.477
H32 2.115 -0.209 -3.938
H33 3.777 0.410 -3.939
H34 2.442 1.447 -3.397

Output
net charge = +1
orbital gap (alpha / beta) = 6.53 / 6.89 eV
energy above the lowest of the compared OMol25 structures with the same formula, charge and spin = 0.0000 eV
⟨S²⟩ = 0.7564
E_HOMO (alpha / beta) = -0.3431 / -0.3573 Eh
DFT total energy = -47294.6781 eV
2S+1 = 2

Calculated atomic charges, method Löwdin, unit e: 1.49, -0.03, -0.30, -0.01, -0.03, -0.12, -0.43, -0.05, 1.56, -0.43, -0.12, -0.03, -0.01, -0.29, -0.03, -0.07, -0.44, -0.12, -0.03, -0.01, -0.29, -0.03, -0.04, 0.09, 0.05, 0.07, 0.12, 0.12, 0.09, 0.09, 0.12, 0.13, 0.09, 0.04, 0.08, 0.09, 0.12, 0.12, 0.10, 0.09, 0.02, -0.03, -0.21, -0.04, -0.06, -0.04, -0.21, -0.03, -0.29, -0.16, 0.08, 0.06, 0.07, 0.11, 0.11, 0.12, 0.09, 0.04, 0.08, -0.05, -0.53, -0.04, -0.43, 0.09, 0.08, 0.06, 0.13, 0.08, 0.09, 0.08

***

[3]
ORCA calculation (wB97M-V/def2-TZVPD) on a single C29H34N6O2 molecule at a distorted geometry.

Geometry (Å):
C1 5.386 0.929 4.046
O1 4.277 0.669 4.874
C2 3.144 0.177 4.310
C3 2.983 -0.110 2.958
C4 1.783 -0.617 2.497
C5 0.727 -0.845 3.371
N1 -0.480 -1.332 2.846
N2 -0.868 -0.862 1.657
C6 -2.021 -1.469 1.385
C7 -2.908 -1.377 0.263
N3 -2.718 -0.505 -0.755
C8 -1.445 0.124 -0.999
C9 -0.650 -0.708 -2.009
C10 -1.432 -0.795 -3.329
C11 -1.463 0.582 -3.993
O2 -2.457 1.263 -4.128
N4 -0.247 0.968 -4.453
C12 0.027 2.322 -4.873
C13 0.409 3.231 -3.686
C14 0.962 4.562 -4.194
C15 1.397 2.550 -2.770
C16 1.131 2.443 -1.411
C17 2.011 1.795 -0.561
C18 3.177 1.245 -1.063
C19 3.461 1.356 -2.414
C20 2.579 2.004 -3.260
C21 -2.839 -1.341 -3.058
C22 -3.546 -0.572 -1.938
N5 -3.992 -2.132 0.243
N6 -4.310 -2.952 1.230
C23 -3.577 -3.107 2.294
C24 -4.062 -4.072 3.329
C25 -2.367 -2.370 2.435
C26 -1.333 -2.250 3.364
C27 -1.089 -2.986 4.630
C28 0.875 -0.535 4.721
C29 2.074 -0.038 5.182
H1 6.161 1.316 4.705
H2 5.151 1.680 3.285
H3 5.748 0.017 3.560
H4 3.783 0.057 2.255
H5 1.648 -0.835 1.449
H6 -0.896 0.220 -0.063
H7 -1.636 1.118 -1.415
H8 0.337 -0.265 -2.154
H9 -0.514 -1.714 -1.605
H10 -0.911 -1.475 -4.015
H11 0.556 0.405 -4.220
H12 -0.881 2.707 -5.342
H13 0.828 2.301 -5.616
H14 -0.505 3.426 -3.115
H15 1.880 4.408 -4.757
H16 0.236 5.050 -4.840
H17 1.181 5.222 -3.357
H18 0.223 2.869 -1.011
H19 1.780 1.716 0.491
H20 3.865 0.731 -0.408
H21 4.373 0.934 -2.811
H22 2.815 2.083 -4.311
H23 -3.438 -1.272 -3.966
H24 -2.761 -2.392 -2.771
H25 -4.477 -1.069 -1.668
H26 -3.748 0.448 -2.273
H27 -4.106 -3.596 4.307
H28 -3.396 -4.933 3.392
H29 -5.053 -4.417 3.049
H30 -1.479 -3.997 4.544
H31 -0.024 -3.035 4.848
H32 -1.595 -2.505 5.469
H33 0.050 -0.656 5.403
H34 2.206 0.207 6.224

Output
orbital gap = 7.74 eV
energy above the lowest of the compared OMol25 structures with the same formula, charge and spin = 0.1304 eV
E_HOMO = -0.2677 Eh
DFT total energy = -43660.6199 eV
SMILES = COc1ccc(-n2nc3c(N4CCC(C(=O)NC[C@H](C)c5ccccc5)CC4)nnc(C)c3c2C)cc1
2S+1 = 1

Calculated atomic charges, method Löwdin, unit e: -0.08, -0.08, -0.27, -0.01, -0.01, -0.19, -0.04, 0.14, -0.12, -0.22, -0.06, -0.15, -0.11, -0.23, -0.47, 0.08, 0.07, -0.15, -0.31, -0.05, -0.22, -0.04, -0.08, -0.09, -0.08, -0.05, -0.11, -0.14, 0.06, 0.04, -0.30, -0.04, -0.05, -0.16, -0.01, -0.01, 0.01, 0.09, 0.10, 0.10, 0.10, 0.11, 0.09, 0.12, 0.10, 0.13, 0.15, 0.13, 0.13, 0.12, 0.14, 0.08, 0.08, 0.08, 0.12, 0.10, 0.09, 0.10, 0.11, 0.12, 0.12, 0.11, 0.12, 0.08, 0.07, 0.07, 0.08, 0.08, 0.09, 0.11, 0.12